# C3H14O3S2

4 unconnected molecules or ions with the total composition C3H14O3S2 (ωB97M-V/def2-TZVPD, the OMol25 dataset).

Its maximum force is 0.05973 Eh/bohr. The net charge is 0. As for the molecular weight: 162.3 g mol⁻¹. The SMILES is CCSSC.O.O.O. The multiplicity is 1. Its electronic energy is -1144.76272 a.u.

Structure (XYZ):
```
22
Properties=species:S:1:pos:R:3:nbo_charge:R:1
S 1.51061 -1.48211 -0.03135 0.06
S 0.64604 -0.32001 1.45187 0.05
O -2.64823 -0.29303 1.28520 -1.00
O 2.41508 1.28546 -1.52852 -0.97
O -3.35601 0.70008 -1.60796 -0.97
C -0.54063 1.71911 -0.06740 -0.62
C 0.12700 -1.68338 -1.27449 -0.69
C 0.54592 1.43692 0.96437 -0.55
H -1.48542 1.64655 0.36245 0.21
H -0.49643 1.15124 -0.99561 0.21
H 3.35526 1.08656 -1.74952 0.48
H 0.20383 -0.77556 -1.85711 0.22
H -0.77901 -1.79730 -0.76057 0.23
H -1.69413 -0.34208 1.45655 0.49
H -3.09694 1.67114 -1.81590 0.47
H 1.99510 0.46466 -1.21685 0.47
H -0.24189 2.75073 -0.39952 0.22
H 0.32294 2.15474 1.79116 0.24
H -3.23148 0.48944 -0.69056 0.49
H -3.13291 -1.10377 1.61857 0.49
H 1.41878 1.61121 0.42459 0.24
H 0.27556 -2.54954 -1.82066 0.22
```

---

# CH5IN2

A molecular structure, CH5IN2 (ωB97M-V/def2-TZVPD, the OMol25 dataset).

Its maximum force is 0.09185 Eh/bohr. The net charge is 0. As for the molecular weight: 172.0 g mol⁻¹. The multiplicity is 1. Its electronic energy is -448.16878 a.u.

Structure (XYZ):
```
9
Properties=species:S:1:pos:R:3:nbo_charge:R:1
I 1.15991 -2.18271 1.83805 0.32
N 0.08323 -1.91166 0.17140 -0.71
N -0.53870 -0.17827 -0.00920 -0.47
C 0.19297 0.43107 -1.03429 -0.44
H 0.17482 0.04051 -1.98890 0.18
H 1.18046 0.54218 -0.63973 0.21
H -0.89633 -2.17155 0.22637 0.35
H -0.15912 1.49136 -1.23941 0.21
H -1.57444 -0.43069 -0.10658 0.35
```

---

# C10H21NO2

A single C10H21NO2 molecule (ωB97M-V/def2-TZVPD, the OMol25 dataset).

Its maximum force is 0.01754 Eh/bohr. The net charge is 0. As for the molecular weight: 187.3 g mol⁻¹. The SMILES is CCCCCNC[C@H](CC=O)OC. The multiplicity is 1. Its electronic energy is -598.80941 a.u.

Structure (XYZ):
```
34
Properties=species:S:1:pos:R:3:nbo_charge:R:1
O 1.10776 0.91447 -2.02061 -0.50
O 3.14085 -0.38847 -0.49817 -0.53
N 0.31496 -1.51719 -0.07846 -0.64
C -2.12474 -1.51154 -0.40429 -0.40
C 1.09667 1.59417 -1.02016 0.44
C -2.49205 1.07174 -0.27643 -0.40
C 1.44568 -1.37029 0.83336 -0.23
C 4.12509 0.60012 -0.69496 -0.25
C -2.24594 -0.17954 -1.14331 -0.41
C -3.33559 0.87104 0.99213 -0.62
C 2.27537 -0.11595 0.58145 0.11
C 1.40489 1.14621 0.39003 -0.56
C -0.98461 -1.60181 0.59566 -0.21
H -1.93885 -2.28456 -1.15795 0.20
H -2.73130 0.62054 1.86346 0.20
H 0.89030 2.68260 -1.10805 0.10
H 4.89420 0.52584 0.07994 0.17
H 1.10912 -1.34365 1.87506 0.18
H 2.88982 0.05990 1.47684 0.16
H 0.45371 0.98087 0.90504 0.25
H -4.10752 0.11621 0.85793 0.20
H -1.31476 -0.04250 -1.69501 0.23
H 3.70713 1.60798 -0.72877 0.16
H -3.06191 -1.79566 0.07954 0.20
H -3.84333 1.80662 1.23657 0.21
H -1.08711 -2.55407 1.13885 0.17
H -3.02379 1.79478 -0.89856 0.21
H -3.05051 -0.26262 -1.87596 0.20
H -1.54821 1.55516 -0.01564 0.19
H -1.02172 -0.81125 1.34327 0.18
H 4.59623 0.39995 -1.65636 0.20
H 0.45852 -2.35615 -0.61901 0.36
H 1.86462 1.99845 0.89565 0.22
H 2.13701 -2.21145 0.74691 0.21
```

---

# C4H6O

A single C4H6O molecule (ωB97M-V/def2-TZVPD, the OMol25 dataset).

Its maximum force is 0.02608 Eh/bohr. The net charge is 0. As for the molecular weight: 70.1 g mol⁻¹. The SMILES is C#CCCO. The multiplicity is 1. Its electronic energy is -231.15925 a.u.

Structure (XYZ):
```
11
Properties=species:S:1:pos:R:3:nbo_charge:R:1
O -1.71620 -0.99012 0.89185 -0.71
C -0.99978 -0.56571 -0.26653 -0.05
C 1.23228 0.55844 0.07623 0.00
C 2.38252 0.41494 -0.26934 -0.26
C -0.21187 0.77403 -0.04626 -0.52
H -0.69621 1.33090 0.76673 0.24
H -0.31458 -1.36555 -0.59916 0.17
H -0.17876 1.43914 -0.90516 0.25
H -1.75962 -0.42472 -1.04225 0.19
H -1.08779 -1.26108 1.57369 0.47
H 3.38890 0.09012 -0.20034 0.23
```

---

# C34H17ClF15OSi

2 unconnected molecules or ions with the total composition C34H17ClF15OSi (ωB97M-V/def2-TZVPD, the OMol25 dataset).

Its maximum force is 0.06186 Eh/bohr. The net charge is +1. As for the molecular weight: 790.0 g mol⁻¹. The multiplicity is 1. Its electronic energy is -3628.44063 a.u.

Structure (XYZ):
```
69
Properties=species:S:1:pos:R:3:nbo_charge:R:1
Cl -5.60186 -1.14727 -6.65045 0.11
Si 0.37161 1.43119 2.27144 1.92
F 1.27937 -0.68714 4.37062 -0.31
F -2.20713 -0.08362 7.51039 -0.27
F 6.40676 1.04618 2.47745 -0.27
F -2.36308 2.18302 3.34854 -0.30
F 0.12932 -1.32297 6.73069 -0.28
F -1.42664 1.79917 -2.66212 -0.28
F 2.34374 0.03129 0.27345 -0.33
F 5.03840 -0.15477 0.41629 -0.29
F -0.47044 2.88274 -0.42747 -0.29
F 2.31739 2.60254 4.26620 -0.31
F -0.60483 -1.38100 1.72019 -0.31
F -1.80709 -2.41654 -0.44707 -0.31
F -3.45523 1.66595 5.77761 -0.28
F 5.00705 2.45034 4.39907 -0.28
F -2.06440 -0.83885 -2.76004 -0.30
O 0.14112 3.11196 2.35098 -0.84
C 0.02830 -5.39538 -2.47379 0.09
C 0.49805 -6.01579 -3.75333 -0.47
C -1.66699 0.18175 6.30668 0.32
C -0.97338 -4.46670 -2.72534 -0.31
C -2.25633 -3.26702 -6.13424 -0.11
C 0.86848 5.40016 2.51811 -0.45
C 0.10365 -0.08973 4.69726 0.37
C 2.96781 1.82158 3.35480 0.45
C -1.25184 1.02040 -1.57421 0.26
C -2.22370 -3.50701 -4.73148 -0.11
C -0.46532 0.83363 3.81665 -0.59
C -3.29748 -2.97514 -3.96851 -0.09
C 2.97732 0.54709 1.36497 0.42
C 5.06333 1.09817 2.43757 0.32
C -4.29431 -2.19909 -4.54387 -0.25
C -0.47302 -0.42880 5.92077 0.26
C -0.70812 1.54514 -0.41007 0.46
C 0.95348 4.04797 1.89380 0.35
C -1.70145 1.35916 4.20311 0.38
C 1.99306 6.16675 1.79681 -0.39
C -4.31338 -2.01746 -5.93260 0.05
C -1.59002 -0.32619 -1.60724 0.30
C -0.81331 -0.56516 0.65198 0.44
C 2.61523 5.22477 0.71826 -0.42
C -0.42764 0.77924 0.72452 -0.65
C 4.36640 0.47711 1.39888 0.24
C 1.89997 3.94216 0.90380 -0.32
C -3.28344 -2.54380 -6.72932 -0.25
C -0.20240 -5.13840 -4.85664 -0.48
C 2.22400 1.19091 2.35436 -0.65
C -2.29117 1.07667 5.43244 0.26
C -1.16236 -4.24907 -4.10346 0.28
C -1.40426 -1.11996 -0.47599 0.23
C 4.35799 1.78968 3.41954 0.25
H 1.58219 7.06332 1.31783 0.21
H 0.41456 -5.68193 -1.49929 0.25
H 0.10568 -7.04151 -3.84542 0.27
H 1.58287 -6.05258 -3.89934 0.26
H -3.29827 -2.35928 -7.79931 0.25
H 2.76624 6.45533 2.52000 0.21
H -0.68812 -5.77148 -5.61533 0.26
H -1.55761 -3.94890 -1.97706 0.26
H 0.56059 -4.53380 -5.36615 0.27
H -3.33137 -3.16553 -2.90051 0.23
H 2.45677 5.64734 -0.28913 0.20
H 1.00351 5.34244 3.61540 0.22
H 2.14982 3.04568 0.35256 0.20
H 3.70720 5.13297 0.85345 0.20
H -5.04971 -1.72080 -3.92620 0.25
H -1.43807 -3.64131 -6.74698 0.23
H -0.11747 5.86019 2.34545 0.22
```

---

# C9H8AuFN4O7S

A molecular structure, C9H8AuFN4O7S (ωB97M-V/def2-TZVPD, the OMol25 dataset).

Its maximum force is 0.01511 Eh/bohr. The net charge is 0. As for the molecular weight: 532.2 g mol⁻¹. The multiplicity is 1. Its electronic energy is -1727.02120 a.u.

Structure (XYZ):
```
31
Properties=species:S:1:pos:R:3:nbo_charge:R:1
Au -0.28048 1.66292 -0.74879 1.43
S 1.33267 1.70561 -2.46354 -0.12
F -0.15503 3.60202 -0.57305 -0.65
O -3.45294 -5.06589 1.40373 -0.38
O -0.95698 1.58688 1.11340 -0.74
O -3.96937 -3.59248 2.88590 -0.37
O -1.20942 -2.54909 -2.97023 -0.35
O 0.54301 -3.12150 -1.84934 -0.36
O -2.32373 0.84660 2.66407 -0.57
O -0.45201 -0.25582 -1.03974 -0.71
N -3.41351 -3.94254 1.86800 0.54
N -0.59178 -2.70466 -1.94129 0.53
N 3.74118 1.57348 -1.41611 -0.77
N 2.48476 3.35541 -0.69250 -0.55
C 3.46518 3.77513 0.29771 -0.44
C -1.74520 0.65426 1.62484 0.77
C -1.99341 -3.31806 -0.03258 -0.15
C -1.15610 -1.03359 -0.23623 0.44
C -2.54389 -1.65851 1.62124 -0.10
C -2.63149 -2.93890 1.13572 -0.03
C -1.27962 -2.35881 -0.68442 -0.03
C -1.80421 -0.69077 0.95313 -0.28
C 2.60405 2.26782 -1.41302 0.36
H -2.06928 -4.32874 -0.40711 0.27
H 4.49772 1.79558 -0.79060 0.41
H 3.74342 0.67250 -1.86414 0.43
H 4.42179 4.00424 -0.17510 0.21
H -3.04227 -1.37994 2.53840 0.28
H 1.53467 3.74985 -0.65066 0.47
H 3.60464 3.01040 1.06574 0.21
H 3.09762 4.67662 0.77657 0.24
```

---

# C21H30BN3O2ReSe5

A molecular structure, C21H30BN3O2ReSe5 (ωB97M-V/def2-TZVPD, the OMol25 dataset).

Its maximum force is 0.01961 Eh/bohr. The net charge is 0. As for the molecular weight: 948.3 g mol⁻¹. The multiplicity is 4. The expectation value of S² is 3.79. Its electronic energy is -13243.32069 a.u.

Structure (XYZ):
```
63
Properties=species:S:1:pos:R:3:nbo_charge:R:1
Re 0.12654 -0.56664 1.28117 0.70
Se 1.97115 -0.40698 2.83998 -0.09
Se -0.17561 -3.17956 3.84284 -0.05
Se 1.84353 -2.13520 4.43006 -0.03
Se -3.62911 -1.09026 3.35816 1.10
Se 0.06633 -3.23776 1.55617 -0.25
O 1.70275 -2.08988 -0.87112 -0.80
O 2.35939 0.09512 -0.95361 -0.81
N -2.17159 -0.87442 2.39764 -0.66
N -4.69470 -1.40667 1.99236 -0.61
N -1.60563 -0.94235 0.16759 -0.46
C 2.67082 -2.04927 -1.94731 0.23
C 3.25496 -0.58591 -1.87024 0.26
C -0.90682 1.85038 -0.01246 0.01
C -2.55636 -1.04758 1.16327 0.26
C -0.89904 1.91790 2.31930 0.00
C -1.99753 -1.15683 -1.04873 0.13
C 1.91185 -2.34547 -3.23156 -0.62
C 3.68263 -3.15146 -1.68584 -0.62
C -3.41329 2.24578 2.69969 -0.65
C -0.01409 1.67851 1.16154 -0.33
C -3.41909 2.17247 -0.41778 -0.64
C -3.93243 -1.34372 0.91874 0.13
C -4.32239 -1.55462 -0.44365 -0.15
C 4.64523 -0.50931 -1.25683 -0.63
C -0.44187 2.12777 3.73512 -0.65
C -2.18053 2.02047 0.42286 -0.08
C -0.44410 1.90823 -1.44240 -0.65
C -2.17577 2.05460 1.87099 -0.05
C 3.22770 0.17951 -3.17931 -0.63
C 1.33858 2.38927 1.12196 -0.62
C -3.35813 -1.46807 -1.38585 -0.25
B 1.54819 -0.82387 -0.32323 0.94
H 3.87844 -0.29428 -3.92023 0.21
H -3.59904 -1.63311 -2.42719 0.24
H 1.45081 -3.33059 -3.14263 0.22
H -1.15852 1.43353 -2.12785 0.20
H 1.11868 -1.61260 -3.40317 0.20
H 2.57616 -2.34992 -4.09917 0.21
H 1.20020 3.43799 0.82663 0.20
H -3.73694 3.29319 2.70638 0.23
H 0.45540 1.56064 3.96684 0.23
H 5.38631 -1.01807 -1.87972 0.21
H 4.92919 0.54113 -1.16288 0.22
H 0.52431 1.43474 -1.57689 0.24
H 4.16774 -3.02826 -0.71848 0.23
H -3.17750 2.22919 -1.48169 0.22
H -1.23153 -1.09129 -1.81158 0.23
H 3.59038 1.19495 -3.00362 0.22
H 4.44528 -3.18023 -2.46899 0.21
H -0.21522 3.18634 3.90900 0.22
H -1.21212 1.84353 4.45826 0.21
H 2.03412 1.93638 0.41816 0.23
H 2.21874 0.24794 -3.58811 0.21
H 4.65740 -0.95052 -0.25695 0.22
H -3.96667 3.08272 -0.15495 0.22
H 1.81072 2.38265 2.10520 0.22
H -5.35081 -1.78311 -0.69432 0.24
H -0.34016 2.94732 -1.77417 0.22
H -4.25339 1.66231 2.30852 0.20
H -4.11885 1.33787 -0.28057 0.20
H -3.25432 1.95435 3.73956 0.21
H 3.15960 -4.10900 -1.67493 0.22
```

---

# C25H18AsF3O2Pd

A molecular structure, C25H18AsF3O2Pd (ωB97M-V/def2-TZVPD, the OMol25 dataset).

Its maximum force is 0.05838 Eh/bohr. The net charge is -2. As for the molecular weight: 588.8 g mol⁻¹. The multiplicity is 1. Its electronic energy is -3777.19463 a.u.

Structure (XYZ):
```
50
Properties=species:S:1:pos:R:3:nbo_charge:R:1
Pd 1.58499 1.55237 0.86030 0.35
As -0.94587 1.61199 -1.21552 0.90
F 4.86303 -5.59509 -3.69357 -0.35
F 4.75034 -5.22929 -1.55508 -0.35
F 4.26138 -3.67142 -3.05934 -0.35
O 2.49747 -6.66591 -2.50349 -0.75
O 1.87328 -4.44117 -2.53980 -0.72
C 4.14696 1.89967 2.21603 -0.34
C -1.76203 1.94770 0.52445 -0.19
C -0.09088 0.22729 1.03573 -0.16
C 2.90580 2.56372 2.63502 -0.41
C -3.60797 0.97804 -2.28364 -0.25
C -1.66027 1.29126 2.77694 -0.20
C -2.62107 -0.89666 -1.10524 -0.17
C 0.24854 -1.04509 1.64957 -0.21
C 2.61841 -5.42570 -2.60907 0.67
C 3.41553 3.26468 0.54885 -0.41
C 0.22192 0.37948 -0.34807 -0.45
C 1.19464 -1.79509 -0.46018 -0.20
C -3.05339 3.12559 2.10811 -0.25
C 2.57982 3.52199 1.65747 -0.38
C -3.81486 -1.66572 -1.27162 -0.22
C -4.80408 0.23547 -2.41599 -0.23
C 0.92307 -0.63981 -1.05173 -0.23
C -2.52873 0.37675 -1.64780 -0.29
C 4.35934 2.28694 0.91186 -0.34
C -2.71131 2.93623 0.73929 -0.26
C -2.50856 2.33447 3.10109 -0.23
C 4.11016 -4.99758 -2.74134 0.86
C 0.78323 -2.00181 0.88940 -0.23
C -1.11787 1.20197 1.49188 -0.06
C -4.86107 -1.05570 -2.02683 -0.24
H 2.42487 2.43022 3.57285 0.20
H 3.27951 3.74343 -0.45340 0.21
H 4.75546 1.16928 2.67498 0.19
H -3.88643 3.79824 2.32838 0.19
H -5.70108 0.58994 -2.92545 0.19
H 1.74317 4.20441 1.66337 0.22
H -3.51915 2.01387 -2.67640 0.21
H -3.27075 3.42767 -0.03129 0.21
H -0.20334 -1.26866 2.61929 0.20
H 1.75700 -2.56840 -1.04457 0.26
H -5.78781 -1.53886 -2.18468 0.19
H -2.80496 2.37771 4.12846 0.19
H -3.96580 -2.66162 -0.80201 0.21
H -1.39273 0.72655 3.63784 0.20
H 0.91019 -2.95675 1.32796 0.20
H -1.72016 -1.29164 -0.60555 0.23
H 1.10077 -0.53756 -2.13017 0.21
H 5.03129 1.73260 0.28266 0.20
```